Entry from OMol25: a cluster of 11 separate species, H22O11 in total at a distorted geometry (ωB97M-V with the def2-TZVPD basis set).

- orbital gap (eV) = 9.28
- energy relative to the best compared isomer or geometry (same formula, charge and spin) (eV) = 5.098
- E (eV) = -22876.4162
- highest occupied orbital energy (eV) = -9.95
- SMILES = O.O.O.O.O.O.O.O.O.O.O

Geometry as XYZ:
```
33
H22O11 (ωB97M-V with the def2-TZVPD basis set)
H 1.060 0.347 -0.660
H 1.175 0.851 0.770
H -0.672 2.644 3.357
H -1.449 2.466 2.063
H -1.054 0.868 4.580
H 0.332 1.358 4.193
H 1.827 -1.330 1.466
H 1.485 -2.783 1.184
H -2.924 -0.793 1.484
H -2.766 -2.305 1.468
H -1.381 0.899 0.437
H -0.443 -0.293 0.535
H -1.303 2.184 -4.809
H -0.189 1.178 -4.568
H 1.343 2.340 0.138
H 2.132 2.059 1.406
H 0.311 -2.986 -2.497
H 1.185 -1.893 -3.089
H -2.305 0.954 -4.101
H -1.267 -0.141 -3.918
H 3.529 -2.743 0.014
H 2.454 -1.851 -0.584
O 1.479 0.147 0.185
O -1.228 2.014 2.885
O -0.137 0.867 4.877
O 1.122 -1.978 1.570
O -3.242 -1.586 1.037
O -1.356 -0.030 0.694
O -0.855 1.699 -4.106
O 1.345 2.514 1.086
O 0.896 -2.800 -3.239
O -2.219 0.002 -3.974
O 3.117 -1.878 0.115
```


Entry from OMol25: a cluster of 11 separate species, H22O11 in total (ωB97M-V with the def2-TZVPD basis set).

- orbital gap (eV) = 9.78
- energy relative to the best compared isomer or geometry (same formula, charge and spin) (eV) = 1.784
- E (eV) = -22879.7304
- highest occupied orbital energy (eV) = -10.41
- SMILES = O.O.O.O.O.O.O.O.O.O.O

Geometry as XYZ:
```
33
H22O11 (ωB97M-V with the def2-TZVPD basis set)
O -0.849 -1.604 -1.729
H -1.493 -1.320 -1.066
H -1.105 -2.508 -1.941
O 0.418 -1.628 1.617
H 1.174 -1.057 1.805
H 0.761 -2.293 0.997
O -2.159 2.531 -1.314
H -2.383 1.890 -1.997
H -1.599 2.043 -0.690
O -0.558 0.665 0.324
H 0.072 0.420 -0.374
H -0.542 -0.090 0.939
O 0.521 0.074 4.616
H 0.095 -0.264 3.821
H 1.424 -0.259 4.574
O -1.890 2.750 2.411
H -1.981 2.187 3.188
H -1.411 2.209 1.769
O -1.667 -3.416 0.994
H -1.141 -2.809 1.537
H -1.354 -4.296 1.227
O 1.610 0.591 -1.557
H 1.964 1.218 -2.197
H 2.367 0.364 -1.003
O 1.477 3.130 0.009
H 1.761 3.770 0.672
H 1.468 2.285 0.471
O 1.935 -2.400 -2.031
H 1.277 -1.688 -2.070
H 1.456 -3.187 -2.308
O -0.172 0.854 -3.823
H 0.619 1.387 -3.926
H -0.094 0.453 -2.949
```


Entry from OMol25: a cluster of 11 separate species, H22O11 in total at a distorted geometry (ωB97M-V with the def2-TZVPD basis set).

- orbital gap (eV) = 10.26
- energy relative to the best compared isomer or geometry (same formula, charge and spin) (eV) = 1.273
- E (eV) = -22880.2411
- highest occupied orbital energy (eV) = -10.20
- SMILES = O.O.O.O.O.O.O.O.O.O.O

Geometry as XYZ:
```
33
H22O11 (ωB97M-V with the def2-TZVPD basis set)
O 8.640 6.617 2.911
H 8.750 5.905 3.542
H 8.385 7.371 3.443
O 7.138 2.983 4.790
H 6.833 3.305 5.638
H 6.341 2.714 4.334
O 6.472 3.731 7.278
H 6.667 3.289 8.105
H 5.528 3.619 7.163
O 4.403 5.167 4.286
H 4.548 4.597 3.530
H 5.270 5.518 4.491
O 7.408 9.183 6.118
H 7.376 9.227 5.162
H 7.852 9.989 6.381
O 6.736 8.385 8.629
H 7.000 8.604 7.735
H 5.820 8.658 8.681
O 7.301 9.521 3.224
H 8.057 10.098 3.340
H 6.955 9.750 2.362
O 3.428 5.810 6.841
H 4.165 5.859 6.232
H 2.806 5.218 6.419
O 9.325 4.366 4.454
H 9.912 3.846 5.002
H 8.470 3.947 4.554
O 7.923 6.028 7.446
H 7.300 6.481 8.014
H 7.577 5.138 7.372
O 6.462 6.609 5.355
H 7.169 6.205 5.858
H 6.689 7.539 5.327
```


Entry from OMol25: a cluster of 11 separate species, H22O11 in total at a distorted geometry (ωB97M-V with the def2-TZVPD basis set).

- orbital gap (eV) = 9.75
- energy relative to the best compared isomer or geometry (same formula, charge and spin) (eV) = 6.014
- E (eV) = -22875.5001
- highest occupied orbital energy (eV) = -10.42
- SMILES = O.O.O.O.O.O.O.O.O.O.O

Geometry as XYZ:
```
33
H22O11 (ωB97M-V with the def2-TZVPD basis set)
O -0.095 0.902 -0.427
H -0.601 0.888 -1.203
H -0.264 0.147 -0.014
O -1.781 -0.281 -2.411
H -2.185 -0.986 -2.099
H -2.234 0.074 -3.239
O 1.182 -3.094 -0.640
H 1.323 -2.333 0.004
H 1.222 -2.477 -1.536
O 1.479 2.465 1.981
H 1.018 1.715 1.970
H 2.237 2.200 2.602
O -0.674 0.464 2.572
H -0.530 0.803 3.498
H -1.280 -0.261 2.917
O 1.729 -1.119 1.376
H 1.284 -1.329 2.216
H 2.597 -1.140 1.673
O 2.819 0.697 -0.404
H 3.532 -0.170 -0.357
H 2.038 0.420 0.301
O -0.510 3.601 -0.885
H -0.242 4.199 -0.294
H -0.173 2.839 -0.549
O -1.080 -2.490 -0.026
H -1.258 -2.546 0.833
H -0.136 -2.625 -0.286
O -3.156 1.228 1.310
H -2.246 0.805 1.312
H -3.630 0.458 1.374
O -0.040 -1.318 -3.885
H 0.244 -0.687 -4.412
H -0.602 -1.051 -3.287
```


Entry from OMol25: a structure of composition H22O11 at a distorted geometry (ωB97M-V with the def2-TZVPD basis set).

- orbital gap (eV) = 9.27
- energy relative to the best compared isomer or geometry (same formula, charge and spin) (eV) = 7.733
- E (eV) = -22873.7808
- highest occupied orbital energy (eV) = -9.61

Geometry as XYZ:
```
33
H22O11 (ωB97M-V with the def2-TZVPD basis set)
O -0.910 0.206 0.394
H -1.448 -0.593 0.519
H -1.210 0.513 -0.671
H 0.015 -0.281 0.192
O 1.188 -0.383 0.235
H 1.358 -1.248 0.506
O 3.551 -1.300 0.103
H 2.714 -0.777 0.488
H 4.166 -0.765 0.504
O -1.558 -1.738 2.076
H -2.112 -2.392 2.239
H -0.908 -1.674 2.891
O 2.250 1.459 0.936
H 2.206 0.499 0.592
H 2.016 2.258 0.481
O 1.842 0.727 -1.948
H 1.534 1.657 -1.495
H 1.815 0.180 -1.268
O 1.383 -0.481 3.236
H 1.412 -1.400 3.408
H 1.472 -0.470 2.216
O -1.362 3.689 -0.752
H -1.953 3.407 -0.078
H -1.464 2.896 -1.359
O -0.390 -1.458 -1.730
H 0.161 -1.346 -1.003
H 0.197 -1.976 -2.393
O -3.506 -0.495 -0.267
H -3.838 -1.158 0.334
H -4.304 0.080 -0.537
O -1.354 0.857 -2.189
H -0.897 0.726 -3.030
H -2.068 0.780 -2.628
```


Entry from OMol25: a cluster of 11 separate species, H22O11 in total at a distorted geometry (ωB97M-V with the def2-TZVPD basis set).

- orbital gap (eV) = 9.74
- energy relative to the best compared isomer or geometry (same formula, charge and spin) (eV) = 1.753
- E (eV) = -22879.7608
- highest occupied orbital energy (eV) = -10.33
- SMILES = O.O.O.O.O.O.O.O.O.O.O

Geometry as XYZ:
```
33
H22O11 (ωB97M-V with the def2-TZVPD basis set)
O -8.554 -5.097 7.705
H -8.735 -5.319 6.811
H -8.936 -5.890 8.114
O -10.133 -7.133 8.758
H -11.073 -7.108 8.832
H -9.891 -7.908 8.254
O -6.316 -5.940 9.654
H -6.932 -6.277 9.067
H -5.727 -5.580 8.974
O -9.970 -9.651 10.444
H -10.218 -8.723 10.494
H -9.071 -9.747 10.062
O -10.492 -5.806 13.127
H -9.854 -6.328 12.660
H -10.106 -4.924 13.226
O -6.914 -4.617 12.202
H -6.419 -5.064 11.513
H -7.567 -5.271 12.389
O -6.993 -6.798 14.521
H -6.135 -6.545 14.191
H -7.260 -7.575 14.012
O -8.143 -8.948 13.423
H -9.064 -9.144 13.613
H -7.898 -9.652 12.819
O -11.794 -4.760 10.986
H -11.496 -4.252 10.234
H -11.112 -5.332 11.274
O -10.456 -8.328 14.484
H -9.847 -8.268 15.239
H -10.475 -7.450 14.119
O -8.690 -6.867 11.656
H -8.542 -7.061 10.736
H -8.427 -7.646 12.178
```


Entry from OMol25: a cluster of 11 separate species, H22O11 in total at a distorted geometry (ωB97M-V with the def2-TZVPD basis set).

- orbital gap (eV) = 10.65
- energy relative to the best compared isomer or geometry (same formula, charge and spin) (eV) = 2.248
- E (eV) = -22879.2659
- highest occupied orbital energy (eV) = -10.64
- SMILES = O.O.O.O.O.O.O.O.O.O.O

Geometry as XYZ:
```
33
H22O11 (ωB97M-V with the def2-TZVPD basis set)
O 5.124 32.142 -2.289
H 4.612 31.328 -2.421
H 6.013 31.928 -2.158
O 8.654 30.736 -7.287
H 8.510 31.112 -6.430
H 8.099 31.206 -7.864
O 4.958 27.667 -5.941
H 5.542 28.234 -6.436
H 4.645 26.982 -6.517
O 6.954 28.582 -7.775
H 6.826 29.035 -8.590
H 7.722 28.833 -7.249
O 3.782 31.549 -5.111
H 2.921 31.954 -5.094
H 4.051 32.003 -4.275
O 6.364 30.164 -5.256
H 6.308 29.425 -4.680
H 5.527 30.573 -5.166
O 2.371 29.451 -4.336
H 2.363 28.569 -4.813
H 2.807 30.164 -4.834
O 6.645 28.343 -3.326
H 7.420 28.809 -3.085
H 6.826 27.392 -3.488
O 3.462 30.778 -7.656
H 2.501 30.869 -7.627
H 3.693 30.905 -6.709
O 8.757 29.959 -4.373
H 8.813 29.100 -4.831
H 7.901 30.280 -4.582
O 4.053 27.118 -3.088
H 4.622 27.778 -3.523
H 3.837 26.456 -3.716
```


Entry from OMol25: a structure of composition H22O11 at a distorted geometry (ωB97M-V with the def2-TZVPD basis set).

- orbital gap (eV) = 8.45
- energy relative to the best compared isomer or geometry (same formula, charge and spin) (eV) = 6.958
- E (eV) = -22874.5556
- highest occupied orbital energy (eV) = -8.78

Geometry as XYZ:
```
33
H22O11 (ωB97M-V with the def2-TZVPD basis set)
H 1.645 0.836 0.193
H 0.266 0.201 0.111
H -1.294 3.488 0.091
H -0.863 2.113 0.573
H 0.258 -2.903 2.191
H 0.041 -1.483 2.688
H -0.471 -1.295 0.503
H -1.502 -2.412 0.496
H 5.930 0.083 0.049
H 6.912 1.220 -0.182
H -3.363 2.462 0.357
H -4.608 2.156 -0.459
H -1.204 -0.195 -1.817
H -1.879 0.516 -0.656
H -4.231 0.021 1.164
H -2.914 -0.543 0.658
H 1.746 -2.220 -0.707
H 1.651 -0.798 -1.235
H -2.200 -2.289 -0.983
H -1.660 -2.689 -2.346
H 3.349 1.948 1.356
H 3.470 0.433 1.327
O 0.789 0.932 -0.239
O -0.529 3.004 0.421
O -0.327 -2.143 2.089
O -0.566 -2.241 0.344
O 6.519 0.455 -0.617
O -3.772 2.633 -0.499
O -1.324 0.678 -1.427
O -3.666 -0.758 1.220
O 2.197 -1.591 -1.281
O -2.033 -1.941 -1.866
O 2.826 1.142 1.433
```